[1]
# C19H21N3O3S2

An isolated molecule of C19H21N3O3S2 in a non-equilibrium geometry (ωB97M-V/def2-TZVPD, OMol25).

The geometry in XYZ format:
```
48
Properties=species:S:1:pos:R:3:forces:R:3:lowdin_charge:R:1
C 3.5117 1.5756 1.9411 0.1735 0.1416 -0.3753 -0.37
S 4.4149 2.5108 0.6670 -0.0581 -0.0822 0.0180 0.90
C 5.6692 1.3661 0.1499 -0.4953 0.1578 0.1848 -0.47
C 6.9733 1.8278 0.0731 -0.0946 -0.1279 -0.0218 -0.11
C 7.9921 0.9998 -0.3630 0.1355 -0.0568 -0.0910 -0.09
C 7.7029 -0.3039 -0.7186 0.0483 0.0921 0.0178 -0.08
C 6.4015 -0.7765 -0.6558 -0.2610 -0.2108 -0.0455 -0.02
C 5.3699 0.0519 -0.2347 0.1923 0.0621 -0.0014 -0.27
O 4.0571 -0.3207 -0.1693 0.1285 0.2618 0.0163 -0.07
C 3.6980 -1.6225 -0.5731 0.0236 -0.2787 -0.1985 -0.11
C 2.2298 -1.7655 -0.3540 -0.3196 0.1235 0.9718 -0.21
C 1.4582 -1.6798 0.7704 0.2129 -0.1111 -0.6575 0.08
C 0.1429 -1.8923 0.2878 0.9999 0.0993 -0.3978 -0.18
C -1.1104 -1.8966 1.0867 -0.4347 -0.2241 -0.3699 -0.45
O -1.1198 -1.6651 2.2797 0.1874 0.1308 0.1846 0.08
N -2.2006 -2.2065 0.3589 -0.0454 -0.1657 -0.1732 0.09
C -3.5331 -2.1597 0.9245 0.0021 0.1330 0.2051 -0.11
C -4.1569 -0.8093 0.7319 0.3065 0.3300 0.6340 -0.37
C -3.8585 0.3031 1.4566 -0.1649 -0.0077 -0.0994 -0.35
S -4.7513 1.6528 0.8850 -0.0657 -0.5843 -0.3010 1.06
C -5.4782 0.6000 -0.3198 0.1121 0.6588 0.3374 -0.56
C -6.4759 1.1164 -1.2965 -0.1812 0.2609 -0.1286 -0.43
C -5.8443 2.1967 -2.1765 -0.1038 -0.2157 -0.0210 -0.08
C -7.7010 1.6636 -0.5619 0.0550 -0.1714 -0.1602 -0.08
N -5.0646 -0.6130 -0.2612 -0.2716 -0.5974 -0.5191 0.10
N 0.1608 -2.0864 -1.0104 -1.0796 -0.0786 0.3167 0.12
O 1.4414 -2.0067 -1.4133 0.6272 0.0649 -0.1495 0.04
H 2.9786 2.3161 2.5290 -0.0242 0.0334 0.0924 0.03
H 2.8136 0.8884 1.4760 -0.0312 -0.0188 0.1008 0.01
H 4.2252 1.0461 2.5637 -0.0187 -0.0586 0.1357 0.05
H 7.1739 2.8483 0.3598 0.0381 0.0922 0.0791 0.10
H 9.0036 1.3706 -0.4181 0.1008 0.0292 -0.0072 0.10
H 8.4873 -0.9649 -1.0545 0.0658 -0.0585 -0.0221 0.10
H 6.1993 -1.7929 -0.9555 -0.0305 -0.0970 -0.0223 0.10
H 4.2319 -2.3735 0.0283 -0.0573 0.1166 -0.1582 0.15
H 3.9175 -1.7820 -1.6371 0.0376 -0.0344 0.1464 0.15
H 1.7518 -1.5013 1.7821 0.1184 0.0497 0.2231 0.13
H -2.0964 -2.2802 -0.6420 0.0531 -0.0156 0.0316 0.14
H -3.4329 -2.3730 1.9918 -0.0718 -0.0822 -0.1823 0.13
H -4.1542 -2.9155 0.4420 0.0471 0.0385 0.1015 0.12
H -3.1746 0.3941 2.2756 0.1863 -0.0440 0.2076 0.07
H -6.7752 0.2685 -1.9207 0.0874 0.0371 0.1118 0.14
H -4.9757 1.8036 -2.6996 0.0955 0.0312 -0.0524 0.08
H -5.5305 3.0419 -1.5672 0.0421 0.1265 0.0041 0.07
H -6.5640 2.5464 -2.9124 -0.0561 0.0863 -0.0852 0.08
H -8.1478 0.8929 0.0619 -0.0693 -0.0151 0.0890 0.08
H -7.4164 2.5018 0.0709 -0.0404 0.1056 0.0746 0.07
H -8.4441 2.0049 -1.2782 -0.1018 0.0736 -0.0439 0.08
```
Positions in Å, forces in eV/Å.

Values from the calculation:
SMILES: CSc1ccccc1OCc1cc(C(=O)NCc2csc(C(C)C)n2)no1
LUMO level, eV: 0.61
Electronic energy, hartree: -1922.95400
Energy above the lowest of the compared OMol25 structures with the same formula, charge and spin, kJ/mol: 361.40
M, Da: 403.53
E_HOMO, eV: -8.3
Largest force on an atom, Eh/bohr: 0.0219

[2]
# C19H21N3O6

An isolated molecule of C19H21N3O6 (ωB97M-V/def2-TZVPD, OMol25).

The geometry in XYZ format:
```
49
Properties=species:S:1:pos:R:3:forces:R:3:lowdin_charge:R:1
C 4.7544 -5.3529 1.1962 -0.3757 0.2361 -0.1817 -0.06
C 3.8672 -4.8497 0.0735 0.3594 -0.2445 -0.2923 -0.23
O 2.8009 -4.0963 0.6526 -0.1218 0.1100 0.2055 -0.01
C 1.8938 -3.6194 -0.2228 -0.0827 -0.0815 0.0318 -0.54
O 1.9648 -3.7716 -1.4199 0.2031 -0.0964 -0.3318 0.09
N 0.8729 -2.9744 0.3962 -0.0544 -0.0207 0.1531 -0.04
C 0.8493 -2.6302 1.7994 0.2130 0.2270 0.2640 -0.10
C 1.0137 -1.1122 1.9565 0.2031 -0.4079 0.3759 -0.10
N 0.0182 -0.4126 1.1676 -0.1351 0.3977 0.1949 -0.06
C -1.1021 0.0107 1.7745 -0.2161 0.1412 -0.4953 -0.09
C -2.2631 0.7019 1.4095 0.4937 -0.0395 -0.0243 -0.09
N -2.7637 1.3511 0.3344 -0.6228 -0.3172 0.4163 0.13
C -2.0723 1.9963 -0.6886 0.4545 0.2930 -0.4315 -0.25
C -2.7652 2.3677 -1.8412 0.0590 -0.0649 0.1204 -0.02
C -2.1112 3.0232 -2.8623 0.3044 0.0682 0.0813 0.01
C -0.7542 3.3076 -2.7682 0.0408 0.0201 0.1439 -0.20
C -0.0511 2.9153 -1.6246 -0.0822 -0.0176 -0.2203 -0.19
C -0.7169 2.2867 -0.5822 -0.1929 0.0909 -0.0349 0.05
O 1.2939 3.1307 -1.4861 -0.3407 -0.0520 0.2928 -0.02
C 1.9326 3.4819 -2.6952 0.0108 0.2520 -0.5540 -0.15
C 1.1042 4.5209 -3.4487 0.4665 -0.0193 0.3028 -0.15
O -0.1505 3.9808 -3.7990 -0.2819 -0.2278 -0.0522 -0.03
C -2.8869 0.4757 2.7221 -0.7981 -0.0395 0.0281 -0.29
O -4.0047 0.6122 3.1586 0.3680 0.1230 -0.1266 0.10
C -1.5669 -0.1177 3.1735 0.5144 -0.0685 0.7291 -0.27
O -1.0453 -0.4541 4.2104 -0.2620 -0.0336 -0.3158 0.10
C 0.0539 -0.7639 -0.2382 -0.2214 -0.3998 -0.3508 -0.10
C -0.1173 -2.2825 -0.3955 0.0479 0.2139 -0.3344 -0.10
H 5.5740 -5.9311 0.7804 0.0958 -0.0634 -0.0241 0.08
H 4.1819 -5.9821 1.8722 -0.0028 -0.0968 0.0883 0.08
H 5.1588 -4.5162 1.7594 0.0947 0.0488 0.0764 0.08
H 3.4440 -5.6787 -0.5038 0.0727 0.1492 0.0537 0.13
H 4.4234 -4.2057 -0.6168 -0.1070 -0.1231 0.0707 0.13
H 1.6479 -3.1578 2.3166 -0.1332 0.0523 0.0235 0.13
H -0.1156 -2.9338 2.2212 0.0599 0.0099 0.0434 0.14
H 0.9073 -0.8330 3.0041 0.0376 0.0214 -0.0792 0.12
H 2.0025 -0.8115 1.5958 -0.0121 -0.0336 0.0393 0.14
H -3.7549 1.5488 0.3944 0.1278 -0.0108 0.0434 0.16
H -3.8184 2.1493 -1.9273 -0.1281 -0.0578 -0.0235 0.11
H -2.6356 3.3298 -3.7524 -0.0785 0.0499 -0.1196 0.12
H -0.1579 2.0401 0.3045 0.1131 -0.0588 0.1470 0.13
H 2.9130 3.8754 -2.4243 -0.0710 -0.0272 -0.0767 0.13
H 2.0530 2.5903 -3.3256 0.0231 0.0836 0.0822 0.14
H 1.5878 4.8129 -4.3816 0.0122 -0.0043 0.1117 0.13
H 0.9666 5.4047 -2.8107 0.0138 -0.0619 -0.0904 0.14
H -0.7366 -0.2422 -0.7746 0.0795 -0.0172 0.0100 0.12
H 1.0233 -0.4625 -0.6466 -0.0660 0.0240 -0.0450 0.14
H 0.0139 -2.5784 -1.4371 -0.0984 0.0448 0.1161 0.13
H -1.1154 -2.5771 -0.0519 0.0165 0.0288 -0.0409 0.14
```
Positions in Å, forces in eV/Å.

Values from the calculation:
SMILES: CCOC(=O)N1CCN(c2c(Nc3ccc4c(c3)OCCO4)c(=O)c2=O)CC1
LUMO level, eV: 0.51
Electronic energy, hartree: -1352.31696
Energy above the lowest of the compared OMol25 structures with the same formula, charge and spin, kJ/mol: 279.32
M, Da: 387.39
E_HOMO, eV: -7.7
Largest force on an atom, Eh/bohr: 0.0174

[3]
# C19H21N4Sn

A structure of composition C19H21N4Sn in a non-equilibrium geometry (ωB97M-V/def2-TZVPD, OMol25).

The geometry in XYZ format:
```
45
Properties=species:S:1:pos:R:3:forces:R:3:lowdin_charge:R:1
Sn -0.2571 0.0062 0.3468 -7.0298 0.9002 3.1480 1.14
C 1.9576 0.0407 -0.7025 2.8233 0.2540 -0.9042 -0.19
C 2.1704 -0.3545 0.7781 1.0876 -0.6963 0.0162 -0.13
C 1.3967 0.4570 1.7973 0.6594 0.7340 0.8450 -0.45
C 1.8091 1.7598 2.0852 0.0109 0.9022 1.1343 -0.03
C 1.1619 2.4726 3.0903 1.3820 0.0966 -1.0571 -0.06
C 0.1130 1.8765 3.7758 -0.8179 -0.9202 -0.1802 -0.04
C -0.2410 0.5839 3.4288 0.2011 0.1216 0.1410 -0.14
N 0.3814 -0.1417 2.4758 0.9344 -0.7378 1.7797 -0.07
N 0.7900 -0.5249 -1.4022 0.9266 -1.0569 0.1384 -0.25
C 0.4738 0.1473 -2.6573 -0.3580 0.5530 -0.2050 -0.08
C -0.3554 1.3474 -2.3176 -0.0435 0.4429 0.0294 -0.24
C -0.6952 2.3288 -3.2395 -0.3973 0.1893 0.4841 0.00
C -1.4863 3.3886 -2.8049 0.1530 0.0025 -0.5824 -0.05
C -1.9098 3.4298 -1.4797 0.1836 -0.7804 0.3240 -0.03
C -1.5235 2.4016 -0.6349 -0.7532 0.9555 -0.6745 -0.14
N -0.7596 1.3655 -1.0291 -0.6267 3.5722 -3.8235 -0.14
C 0.7992 -1.9855 -1.4847 -0.0626 -1.3786 -0.0096 -0.09
C -0.1932 -2.6422 -0.5364 0.0876 -1.8397 -0.2471 -0.28
C -0.8389 -3.8198 -0.9184 0.0632 0.6181 0.3581 -0.01
C -1.7005 -4.4430 -0.0193 -0.1377 -0.2732 -0.3213 -0.05
C -1.8906 -3.8834 1.2367 0.4360 0.5798 -0.1153 -0.04
C -1.2036 -2.7216 1.5429 -0.0335 -0.2562 0.6790 -0.12
N -0.3575 -2.0991 0.6962 0.3488 -1.9893 -1.6172 -0.08
H 2.8564 -0.2634 -1.2572 0.1106 -0.0415 -0.0004 0.14
H 1.9393 1.1364 -0.7608 -0.2573 -0.1532 -0.1420 0.14
H 3.2362 -0.2074 1.0054 -0.1303 0.0999 -0.3385 0.15
H 2.0168 -1.4243 0.9447 -0.1387 0.0613 -0.0382 0.12
H 2.6378 2.2080 1.5479 -0.0302 -0.0328 0.0074 0.13
H 1.4797 3.4806 3.3374 -0.0136 -0.1324 -0.0796 0.12
H -0.4140 2.4018 4.5629 0.0226 -0.1124 -0.0391 0.12
H -1.0576 0.0754 3.9307 0.0188 0.0801 -0.0275 0.12
H -0.1443 -0.4790 -3.3121 0.2896 -0.2819 0.3230 0.15
H 1.3778 0.4253 -3.2113 0.0223 -0.1176 0.0933 0.15
H -0.3569 2.2722 -4.2669 0.0529 -0.0418 0.0745 0.12
H -1.7744 4.1766 -3.4953 0.1074 -0.1220 0.0923 0.12
H -2.5283 4.2398 -1.1123 0.0699 -0.1387 0.0229 0.12
H -1.8228 2.3765 0.4080 0.0322 0.1365 -0.1799 0.08
H 1.7942 -2.4002 -1.2769 0.0799 0.3198 0.0307 0.15
H 0.5643 -2.3161 -2.5048 0.0178 0.2430 0.2697 0.14
H -0.6767 -4.2498 -1.9006 0.0361 0.1160 0.0396 0.12
H -2.2166 -5.3568 -0.2967 0.0845 0.1361 0.0008 0.11
H -2.5536 -4.3387 1.9623 0.1141 0.0983 -0.0116 0.12
H -1.3108 -2.2444 2.5111 0.0097 0.0100 -0.0950 0.12
H -0.6873 1.4975 1.1569 0.4644 -0.1203 0.6578 0.02
```
Positions in Å, forces in eV/Å.

Values from the calculation:
LUMO level (alpha / beta), eV: -3.04 / -2.99
Electronic energy, hartree: -1169.46495
Total charge: +1
M, Da: 424.12
E_HOMO (alpha / beta), eV: -7.4 / -7.4
Largest force on an atom, Eh/bohr: 0.1508